Record 1
58
Properties=species:S:1:pos:R:3:forces:R:3 method="wB97M-V/def2-TZVPD" energy_ev=-57202.2762 e_homo_ev=-10.16 multiplicity=1 total_charge=0 fmax_ha_per_bohr=0.041
O 2.38441 0.00129 0.81943 -0.18 0.39 -0.11
C 2.43660 0.65362 -0.20506 0.13 -0.11 0.33
C 3.41896 1.73954 -0.44373 -0.03 -0.31 -0.53
C 3.93685 1.83992 -1.67371 0.26 0.43 0.46
C 4.91649 2.89640 -2.10350 -0.13 -0.17 0.32
B 6.08004 3.21683 -1.04835 -0.31 -0.04 -0.51
O 7.22545 2.48002 -1.06188 -0.10 0.16 0.61
O 5.95207 4.27130 -0.17906 0.62 -0.37 0.26
C 3.49475 0.81991 -2.67831 -0.01 -0.40 -0.41
O 4.26854 0.29928 -3.45416 -0.23 0.47 0.09
C 2.05574 0.45862 -2.58708 0.15 0.19 0.66
C 1.53164 0.38069 -1.36099 -0.24 -0.27 -0.56
C 0.08619 0.06471 -1.10741 0.51 0.52 0.25
C -0.69830 1.37131 -1.27553 -0.01 -0.76 -0.73
C -2.19964 1.12472 -1.19307 0.03 1.25 0.57
S -3.00945 2.54352 -1.98754 1.73 0.29 -1.15
O -3.40544 2.21349 -3.31540 -1.02 -0.57 0.29
O -2.07184 3.62828 -1.90142 -0.20 0.28 0.80
O -4.27332 2.95177 -1.10236 0.01 -0.64 -0.19
H 3.68012 2.39647 0.36850 0.17 -0.05 0.29
H 5.32036 2.63460 -3.07702 0.18 -0.12 -0.08
H 4.34382 3.81076 -2.24571 -0.14 0.19 -0.09
H 7.02002 1.59327 -1.36194 0.32 -0.17 -0.52
H 5.11251 4.24632 0.27644 -0.36 0.47 -0.10
H 1.47594 0.28591 -3.47840 0.06 -0.30 -0.24
H -0.23978 -0.66919 -1.83278 -0.25 -0.27 0.03
H -0.00984 -0.29767 -0.09099 -0.19 -0.41 0.10
H -0.46868 1.74360 -2.26686 0.14 0.23 -0.17
H -0.35806 2.11241 -0.56598 -0.08 0.23 0.18
H -2.49843 0.19434 -1.64522 -0.29 -0.11 -0.17
H -2.50189 1.16944 -0.15483 -0.27 -0.37 0.20
H -3.89947 3.42316 -0.34636 -0.15 0.26 0.17
C -7.85876 -1.86376 0.23899 0.13 -0.31 0.02
C -6.58299 -1.10086 0.48836 -0.33 -0.16 -0.14
C -6.10260 -0.26220 -0.67313 0.01 0.24 0.02
O -4.68302 -0.23431 -0.45084 -0.28 -0.06 -0.04
C -4.35589 -1.37283 0.21202 -0.11 -0.06 0.02
O -3.24297 -1.75639 0.36376 0.21 0.00 0.03
O -5.46475 -1.99607 0.66385 0.06 0.15 0.01
H -8.07274 -2.53294 1.07133 -0.03 0.08 0.05
H -8.69635 -1.17768 0.11707 0.02 0.04 0.02
H -7.77174 -2.47870 -0.65734 0.02 0.06 -0.04
H -6.66950 -0.49886 1.39698 0.07 0.03 -0.01
H -6.50794 0.74637 -0.67682 0.19 0.07 0.02
H -6.29062 -0.73092 -1.64124 -0.06 -0.08 0.04
C 2.14156 -1.57570 3.95551 -0.24 -0.04 0.25
C 2.88715 -2.85746 3.69386 -0.19 0.33 -0.01
C 2.85199 -3.32745 2.25880 0.16 -0.06 -0.12
O 2.99404 -4.74827 2.40638 -0.07 0.10 0.00
C 2.48419 -5.08377 3.61808 0.02 0.14 -0.01
O 2.25908 -6.19152 3.97281 -0.02 -0.18 0.06
O 2.26811 -3.97167 4.36488 0.12 -0.06 -0.09
H 2.10485 -1.36135 5.02366 0.11 0.00 0.00
H 2.62426 -0.74380 3.44436 0.02 -0.03 -0.05
H 1.11114 -1.65149 3.60637 0.03 -0.02 -0.09
H 3.91612 -2.78247 4.05695 0.02 -0.06 -0.03
H 3.65642 -2.92245 1.65058 0.06 -0.16 -0.01
H 1.89463 -3.12212 1.77503 -0.02 0.08 0.07

***

Record 2
9
Properties=species:S:1:pos:R:3:forces:R:3 method="wB97M-V/def2-TZVPD" energy_ev=-21022.9110 e_homo_ev=-9.29 multiplicity=1 total_charge=0 fmax_ha_per_bohr=0.058
C -0.62645 1.32258 -0.66112 0.09 1.34 1.08
N -0.14718 1.33454 0.46809 0.93 -0.42 0.58
N -1.25781 1.94511 -1.49173 -1.85 -1.35 0.66
O -0.74120 -1.37445 0.13566 -0.60 -0.59 -1.29
O 1.42474 -2.05332 1.21054 -0.02 -0.68 -2.92
O 0.63363 0.46239 1.14780 0.23 -1.69 0.39
S 0.03871 -1.23639 1.31651 0.50 1.45 1.29
H 1.54553 -2.44108 0.24155 -0.28 1.30 2.57
H -0.86997 2.04062 -2.36729 0.99 0.66 -2.36

***

Record 3
60
Properties=species:S:1:pos:R:3:forces:R:3 method="wB97M-V/def2-TZVPD" energy_ev=-98647.6353 e_homo_ev=-9.74 multiplicity=1 total_charge=+1 fmax_ha_per_bohr=0.057
Sr -31.32421 1.59673 -28.35895 0.18 0.12 0.92
Br -31.94910 1.18210 -24.18514 0.23 0.16 -1.50
C -25.75714 7.24962 -27.50593 -1.14 0.56 0.63
O -26.75995 6.23087 -27.55726 0.71 -0.17 -0.22
C -27.69787 6.25455 -26.48006 0.39 -0.03 -0.67
C -28.56264 5.02038 -26.72538 0.80 -0.71 2.31
N -29.24719 4.99503 -27.95273 -0.94 0.59 -1.46
C -30.32847 5.95462 -27.90196 -1.38 0.60 -0.49
C -30.97781 6.15219 -29.31621 0.85 -0.74 2.27
O -31.43147 4.87217 -29.76159 -1.17 -0.11 -1.05
C -32.41283 4.99881 -30.83290 0.51 0.30 0.03
H -25.08012 7.08575 -26.66753 0.22 -0.11 -0.14
H -26.28826 8.18389 -27.32391 0.10 0.38 0.20
H -25.23445 7.42287 -28.44661 -0.07 -0.79 -0.02
H -28.22053 7.20987 -26.52788 -0.45 0.05 -0.05
H -27.25130 6.25460 -25.48573 0.39 -0.39 0.02
H -29.28031 4.87471 -25.91802 -0.11 0.24 0.21
H -27.96240 4.11176 -26.67799 0.56 0.21 0.13
H -28.59611 5.41224 -28.60246 0.41 -0.42 -0.67
H -30.03889 6.92936 -27.50935 0.48 0.46 -0.52
H -30.99929 5.68763 -27.08537 -0.66 -0.64 -0.41
H -30.14741 6.53868 -29.90710 -0.24 -0.02 -0.68
H -31.78577 6.88072 -29.24863 -0.09 -0.06 -0.16
H -32.73950 4.03249 -31.21709 0.17 -0.26 0.49
H -32.00434 5.50975 -31.70479 0.34 0.16 0.08
H -33.29096 5.56828 -30.52843 -0.01 -0.05 0.33
C -36.24079 -2.23105 -29.20742 -0.19 0.52 -1.13
C -35.38232 -0.93602 -29.26142 -0.91 -0.25 2.00
C -35.96527 0.07800 -28.24124 0.32 0.66 -2.43
O -35.30700 1.35036 -28.54058 -0.54 -2.82 0.52
C -36.00783 2.41690 -27.98642 1.39 1.39 0.01
N -34.01764 -1.20532 -28.82713 1.21 -0.30 -0.27
H -35.98034 -2.90418 -30.02422 0.60 -0.33 0.31
H -37.29548 -2.08880 -29.44297 -0.14 0.57 0.30
H -36.19350 -2.70884 -28.22886 0.23 -0.07 -0.10
H -35.29665 -0.45058 -30.23358 -0.51 -0.15 -0.03
H -35.89155 -0.22114 -27.19569 0.42 0.03 0.05
H -37.02094 0.19358 -28.48681 -0.20 0.08 0.12
H -35.13274 3.05878 -27.88487 -0.71 1.24 0.49
H -36.43538 2.25384 -26.99712 -0.08 -0.25 -0.08
H -36.71293 2.85458 -28.69309 -0.28 -0.09 0.11
H -33.60527 -1.84903 -29.48720 0.25 -0.02 -0.53
H -34.05120 -1.80965 -28.01857 -0.09 0.20 0.68
C -26.50904 0.45116 -32.04682 0.11 -0.76 1.57
C -27.49709 0.17786 -30.85731 1.63 1.39 0.12
C -26.83021 0.41594 -29.47099 -1.46 -0.99 -0.14
O -27.81967 0.06138 -28.45210 1.19 0.05 0.02
C -27.20956 -0.63857 -27.35077 -1.19 -0.64 0.38
N -28.56752 1.17534 -30.99952 -0.97 -0.50 0.35
H -25.53060 0.06301 -31.76382 0.06 -0.53 -0.50
H -26.30265 1.51436 -32.16970 -0.43 0.11 -0.15
H -26.92610 -0.00991 -32.94213 0.40 0.18 -0.11
H -27.84837 -0.85355 -30.88696 -0.27 0.16 0.00
H -26.54444 1.45651 -29.31726 0.21 0.05 -0.16
H -25.98709 -0.26511 -29.35521 0.19 0.22 -0.07
H -26.69910 -1.55510 -27.64660 0.33 0.19 -0.47
H -28.03423 -1.01858 -26.74777 -0.16 0.21 0.08
H -26.58355 -0.06996 -26.66310 0.14 0.48 -0.47
H -29.01656 0.96279 -31.87890 -0.37 0.06 -0.25
H -28.05075 2.01879 -31.20350 -0.25 0.53 0.17

***

no.,orbital gap (eV)
1,8.934
2,9.488
3,5.410